This record from the Open Molecules 2025 dataset describes a structure of composition C28H50DyP2Si in a non-equilibrium geometry. The level of theory is ωB97M-V/def2-TZVPD.

Summary:
Energy above the lowest of the compared OMol25 structures with the same formula, charge and spin ... 5.7 kJ/mol
LUMO (spin up / spin down) ... -0.1704 / -0.1712 Eh
Total charge ... +1
E_tot ... -2953.69385 Eh
Orbital gap (spin up / spin down) ... 4.99 / 4.99 eV
<S²> ... 9.344
Spin multiplicity ... 6

Last column: Löwdin charge in e.
Positions of all 82 atoms, in Å:
1 C -4.087 -1.365 0.785  -0.276
2 H 4.457 -2.837 -3.432  0.029
3 Si 3.980 -3.171 -1.007  0.417
4 C 1.143 0.377 1.592  -0.284
5 C -0.186 0.773 1.949  -0.321
6 C 2.388 -2.227 -0.865  -0.238
7 H 2.107 -1.497 1.421  0.039
8 H -3.037 0.632 -4.914  0.095
9 H 0.926 4.153 -0.336  0.099
10 C -0.985 0.223 3.070  -0.057
11 C 1.273 -1.658 -0.854  -0.238
12 H -5.014 -1.913 0.570  0.050
13 H -3.152 -4.118 -1.243  0.024
14 C 3.656 -5.005 -1.177  -0.194
15 H -6.711 0.261 -2.836  0.130
16 C -0.561 1.865 1.103  -0.342
17 H -0.164 1.021 -5.060  0.071
18 H 1.313 2.957 -1.588  0.074
19 H -5.042 1.406 -3.903  0.103
20 C -1.792 2.681 1.246  -0.051
21 H -0.657 -0.789 3.324  0.072
22 H 3.062 -5.369 -0.329  0.031
23 C 1.939 -0.718 2.174  -0.042
24 H -2.051 3.177 0.306  0.060
25 H -4.255 -0.304 0.538  0.049
26 C 0.598 3.206 -0.797  -0.053
27 C -3.371 -1.458 -4.555  -0.149
28 H 2.952 0.107 -0.652  0.042
29 C -4.751 -3.206 -3.284  -0.156
30 H 3.097 -5.221 -2.096  0.029
31 H 5.963 -3.022 -2.505  0.037
32 C -4.412 -2.519 -4.627  -0.162
33 H -1.285 -0.309 -5.438  0.034
34 H -1.882 -2.037 -2.714  0.062
35 H -3.449 1.576 -2.779  0.027
36 H -0.375 3.395 -1.269  0.052
37 C 0.519 2.117 0.202  -0.309
38 H 5.995 -3.419 0.416  0.036
39 H 5.081 -1.478 -2.473  0.030
40 H 5.249 -1.832 0.696  0.030
41 H 2.923 -0.354 2.494  0.094
42 H -5.723 -3.721 -3.411  0.136
43 C -2.106 -1.053 -2.284  -0.516
44 C -5.957 -0.439 -3.235  -0.157
45 C -3.682 -0.139 -4.470  -0.196
46 C 4.961 -2.569 -2.494  -0.190
47 H -6.517 -1.212 -3.775  0.113
48 C -5.082 0.358 -4.236  -0.168
49 H -2.366 -1.810 -4.793  0.101
50 C 2.882 1.083 -0.151  -0.040
51 H -4.876 -2.918 -1.129  0.086
52 H -3.862 -1.420 1.861  0.061
53 H -4.022 -4.011 -3.110  0.103
54 H -1.528 -4.070 -0.519  0.060
55 H -1.668 3.468 2.007  0.099
56 H 3.025 1.871 -0.901  0.078
57 C -2.376 1.823 -2.759  -0.223
58 H 3.704 1.136 0.578  0.094
59 H -5.622 0.384 -5.204  0.135
60 H 0.235 -0.640 -4.566  0.068
61 P -1.278 0.372 -3.043  0.784
62 H -2.055 0.181 2.816  0.057
63 H -3.167 -0.827 -2.296  -0.043
64 C -2.583 -3.790 -0.364  -0.255
65 H -5.328 -2.124 -5.079  0.109
66 H -2.945 -4.305 0.537  0.075
67 H -4.054 -3.308 -5.310  0.130
68 H -2.643 2.064 1.553  0.066
69 H 4.539 -3.292 1.426  0.032
70 C -4.822 -2.328 -2.057  -0.185
71 H -0.884 0.845 3.974  0.098
72 C 1.577 1.206 0.518  -0.279
73 P -2.655 -1.995 -0.165  0.907
74 C -5.213 -1.037 -2.088  -0.124
75 H -2.159 2.305 -1.790  0.018
76 Dy -0.655 -0.334 -0.560  1.157
77 H 1.428 -1.169 3.034  0.079
78 H 4.592 -5.576 -1.207  0.037
79 C 5.034 -2.896 0.529  -0.189
80 C -0.592 0.078 -4.685  -0.236
81 H -5.173 -0.400 -1.204  0.094
82 H -2.178 2.568 -3.547  0.079

Forces on the atoms, in the same order (eV/Å):
C -0.8 -0.2 -0.5
H 0.1 0.1 0.1
Si 0.7 0.1 0.2
C -1.1 0.7 -0.8
C 0.6 -0.1 -1.1
C -2.1 0.5 -0.4
H 0.1 0.1 0.3
H 0.0 -0.5 0.7
H -0.1 -0.2 -0.2
C -0.4 0.0 0.6
C 1.5 -1.1 -0.3
H 0.2 0.3 0.3
H 0.1 -0.1 0.4
C -0.3 -0.1 0.0
H 0.3 -0.3 0.0
C 0.4 -0.9 -0.6
H -0.1 -0.2 0.3
H -0.1 0.1 0.1
H 0.0 -0.3 -0.2
C -0.3 0.4 0.2
H -0.1 0.1 0.0
H 0.1 0.0 -0.1
C 0.4 -0.6 0.4
H -0.1 0.1 0.1
H 0.2 -0.4 0.2
C 0.0 0.6 -0.3
C -0.6 1.6 -1.5
H 0.2 0.4 0.1
C -0.4 -0.3 -0.1
H 0.1 0.0 0.1
H -0.3 0.1 0.0
C -0.4 -0.7 0.4
H 0.2 0.2 0.2
H -0.2 0.4 0.0
H 0.5 0.1 0.0
H 0.2 0.1 0.0
C 0.1 -1.1 0.5
H -0.2 0.1 0.0
H 0.0 -0.2 0.0
H -0.1 -0.2 0.0
H -0.1 -0.1 0.1
H 0.3 0.1 0.1
C -2.5 -1.0 0.0
C 0.1 0.5 -0.7
C -0.5 -1.4 -2.2
C -0.2 0.1 -0.1
H 0.2 0.2 0.3
C -0.5 0.3 -0.2
H -0.2 0.4 0.0
C 0.8 0.0 -0.4
H 0.7 0.7 -0.3
H 0.3 -0.1 -0.4
H -0.1 0.2 0.0
H -0.3 0.2 0.1
H -0.1 -0.2 -0.2
H 0.1 -0.2 0.2
C -0.5 0.0 -0.2
H -0.1 0.1 -0.2
H 0.2 0.1 0.3
H -0.2 0.3 0.1
P 1.6 0.9 1.5
H 0.2 0.0 0.2
H 0.7 -0.5 -0.4
C 0.0 -0.4 -0.6
H 0.3 0.0 0.0
H 0.0 0.3 -0.2
H -0.1 0.3 0.2
H 0.0 0.1 0.0
H 0.1 0.1 -0.1
C -1.7 -0.1 -0.2
H -0.1 -0.2 -0.2
C -1.5 -0.2 0.2
P 1.8 0.7 1.1
C -0.9 -0.9 0.5
H 0.2 -0.3 -0.4
Dy 4.4 2.1 3.6
H 0.3 0.1 -0.1
H -0.1 0.2 0.0
C -0.1 0.1 0.0
C 0.1 -0.2 -0.7
H -0.2 -0.4 0.0
H 0.0 -0.2 0.3